No. 1
ORCA calculation (ωB97M-V/def2-TZVPD) on one molecule with the formula C7H11BrN2 in a non-equilibrium geometry.

```
21
Properties=species:S:1:pos:R:3:forces:R:3
C 1.17324 -2.61109 0.41551 -0.064 0.353 -1.416
C 0.42057 -1.77199 -0.37628 -1.413 -0.417 0.565
C 0.41941 -0.50569 0.26212 1.607 -0.215 -0.083
C -1.80661 0.47284 0.12842 0.793 0.801 1.628
C -0.06375 1.04884 -1.59087 0.981 -2.647 -1.106
C 0.10717 1.96360 0.73179 -0.234 -1.519 2.478
C -0.30758 0.73963 -0.07809 -1.138 0.227 -0.838
N 1.32317 -0.53254 1.22110 -0.263 -0.084 1.352
N 1.70992 -1.81435 1.36786 -0.093 -0.592 -1.040
Br -0.79496 -2.36334 -1.71805 0.500 -0.089 0.208
H 1.38255 -3.63701 0.12063 0.195 0.177 0.901
H -2.32086 1.30275 -0.27630 -0.848 0.903 -0.340
H -2.12975 -0.39007 -0.33307 -0.626 -1.821 -1.376
H -2.11522 0.32808 1.17438 0.434 0.359 -0.028
H -0.98981 1.29313 -2.12515 0.271 0.163 0.165
H 0.68078 1.84696 -1.68759 -0.199 -0.210 -0.228
H 0.37021 0.03924 -2.14052 -1.021 2.839 1.223
H -0.61475 2.76110 0.64582 -0.132 0.319 -0.490
H 0.09910 1.71275 1.89231 0.501 0.480 -2.419
H 1.06838 2.22161 0.32351 0.560 0.630 0.642
H 2.38882 -2.10445 2.04245 0.188 0.342 0.202
```
Positions in Å, forces in eV/Å.

energy = -2956.81145 hartree
relative energy (zero: lowest compared OMol25 entry of this formula, charge and spin) = 0.0 kcal/mol
E_HOMO = -9.04 eV
molecular weight = 203.08 g mol⁻¹
SMILES = CC(C)(C)c1n[nH]cc1Br

---

No. 2
ORCA calculation (ωB97M-V/def2-TZVPD) on one molecule with the formula C5H11NO in a non-equilibrium geometry.

```
18
Properties=species:S:1:pos:R:3:forces:R:3
C 0.82352 0.34995 0.06656 2.367 -3.119 1.179
C -0.35295 -0.60258 -0.01268 -3.206 2.173 -1.033
C 2.03519 -0.70665 0.51892 -0.413 1.688 -0.105
N 0.70642 1.39756 1.01779 -0.313 -0.087 0.425
C -1.70101 0.15880 -0.52223 0.659 -1.322 0.867
C -2.91795 -0.37197 -0.35858 0.638 0.303 -0.049
O 1.16714 0.91542 -1.16104 -0.192 -0.158 -1.340
H 1.13616 0.21212 -1.82954 0.130 0.349 0.086
H -0.14720 1.92318 0.85828 0.122 0.056 -0.002
H 1.50113 2.02478 0.93341 -0.170 -0.078 0.008
H -0.18363 -1.38478 -0.75660 0.280 0.008 0.234
H -0.59759 -1.03251 0.96107 0.288 -0.062 -0.152
H -1.61742 1.12307 -1.02152 0.266 -0.177 0.021
H 2.03052 -0.82429 1.60657 -0.081 0.026 -0.174
H 3.00011 -0.28696 0.21463 -0.109 0.136 0.154
H 1.98915 -1.69878 0.05988 -0.434 0.230 -0.110
H -3.81231 0.12790 -0.72247 0.150 -0.050 0.058
H -3.05927 -1.32427 0.14754 0.018 0.083 -0.069
```
Positions in Å, forces in eV/Å.

energy = -327.06526 hartree
relative energy (zero: lowest compared OMol25 entry of this formula, charge and spin) = 41.5 kcal/mol
E_HOMO = -9.74 eV
molecular weight = 101.15 g mol⁻¹
SMILES = C=CC[C@](C)(N)O

---

No. 3
ORCA calculation (ωB97M-V/def2-TZVPD) on one molecule with the formula C5H12N2O in a non-equilibrium geometry.

```
20
Properties=species:S:1:pos:R:3:forces:R:3
C -0.79352 0.47185 -0.16027 -0.617 1.629 1.288
N 0.59365 0.76500 -0.57749 -1.876 0.483 -0.882
C 1.44607 1.07360 0.53166 3.088 -0.115 -4.201
C 0.81896 1.62703 -1.86075 -2.255 -2.462 3.376
C -1.05364 -1.06369 -0.27789 -3.526 3.121 -2.729
N -0.46913 -1.82056 0.67072 -1.701 -0.754 4.327
C -0.94859 -2.10119 2.01077 6.046 -3.951 -2.471
O -0.18550 -2.97658 2.55107 -3.542 3.174 -0.129
H -1.54256 1.08188 -0.72081 0.455 -0.640 -0.123
H -0.98644 0.91457 0.96112 0.494 -1.399 -2.334
H 1.05536 0.69590 1.40867 -0.361 -0.535 1.947
H 1.68318 2.13529 0.46348 0.046 0.307 1.012
H 2.37621 0.51916 0.13819 -0.475 0.867 1.806
H 1.84705 1.44877 -2.07370 0.620 0.372 -0.707
H 0.46714 2.65193 -1.71530 0.450 0.114 -0.127
H 0.11031 1.05147 -2.44275 0.344 0.513 -1.275
H -2.12731 -1.33442 -0.41066 0.006 0.709 0.854
H -0.82399 -1.29311 -1.31724 1.140 -0.373 0.093
H 0.38053 -2.21136 0.42044 1.777 -1.167 0.293
H -1.84780 -1.63554 2.40073 -0.112 0.105 -0.020
```
Positions in Å, forces in eV/Å.

energy = -382.36123 hartree
relative energy (zero: lowest compared OMol25 entry of this formula, charge and spin) = 88.7 kcal/mol
E_HOMO = -8.15 eV
molecular weight = 116.16 g mol⁻¹
SMILES = CN(C)CCNC=O

---

No. 4
ORCA calculation (ωB97M-V/def2-TZVPD) on one molecule with the formula C3H2N2O3 in a non-equilibrium geometry.

```
10
Properties=species:S:1:pos:R:3:forces:R:3
C 1.12224 -0.14211 -0.07761 -2.765 -0.808 0.123
C -0.85582 1.09417 0.11608 0.916 2.393 0.574
C -1.56260 -0.16304 -0.06262 -5.182 -1.288 0.149
H 2.74286 -0.99480 -0.26376 1.031 -3.210 -0.244
H -1.25640 2.21235 0.44868 0.328 -3.375 -1.257
N 0.42323 1.04133 0.00463 1.270 0.966 0.482
N 0.49599 -1.27066 0.06196 4.940 -0.123 -0.010
O 2.44140 -0.13994 -0.17362 -0.830 3.788 -0.077
O -2.78161 -0.37423 -0.30113 4.570 1.004 0.793
O -0.76928 -1.26305 0.24738 -4.278 0.654 -0.534
```
Positions in Å, forces in eV/Å.

energy = -450.64575 hartree
relative energy (zero: lowest compared OMol25 entry of this formula, charge and spin) = 98.8 kcal/mol
E_HOMO = -9.95 eV
molecular weight = 114.06 g mol⁻¹
SMILES = O=c1cnc(O)no1

---

No. 5
ORCA calculation (ωB97M-V/def2-TZVPD) on C37H53N8OPPbS as an isolated structure in a non-equilibrium geometry.

```
102
Properties=species:S:1:pos:R:3:forces:R:3
Pb -0.67610 0.22610 0.53710 0.320 -0.267 0.001
C -2.42310 5.25300 2.73640 0.081 0.273 0.127
C -3.42350 4.34320 3.04410 -0.102 0.211 0.143
C -3.50220 3.12880 2.39930 -0.055 -0.198 0.038
C -2.56530 2.76060 1.41530 0.017 0.425 0.306
C -1.52430 3.67440 1.15560 -0.060 -0.241 -0.092
C -1.46570 4.89120 1.79370 0.011 0.278 0.150
N -2.57940 1.55890 0.77770 0.516 -0.387 -0.159
C -3.75450 0.88960 0.52010 -0.417 -0.054 -0.094
C -4.97480 1.52960 0.32210 -0.024 0.062 -0.059
C -6.13470 0.82310 0.02850 -0.365 -0.008 -0.074
C -6.08670 -0.55330 -0.08870 -0.289 -0.013 -0.100
C -4.88380 -1.22140 0.07100 0.130 -0.182 0.032
C -3.70630 -0.53100 0.36980 -0.325 -0.086 -0.027
N -2.49700 -1.11550 0.58970 0.499 -0.110 0.414
N -2.47090 -2.46710 0.72700 -0.560 0.156 -0.327
C -1.51610 -3.06010 1.36240 0.217 0.585 0.069
C -1.46320 -4.47820 1.21450 0.453 -1.050 0.147
C -0.39530 -5.22400 1.59440 -0.531 0.131 -0.213
C 0.70600 -4.56190 2.19540 0.434 0.266 0.318
C 0.60010 -3.23050 2.46760 0.527 -0.676 0.091
N -0.48730 -2.48380 2.18660 -0.409 -0.323 -0.674
H -2.38050 6.21670 3.23340 0.020 -0.030 -0.009
H -4.15350 4.58310 3.81180 -0.015 0.013 -0.016
H -4.27300 2.42190 2.67190 -0.074 -0.012 -0.019
H -0.75990 3.38700 0.45010 0.079 0.047 -0.142
H -0.66170 5.58020 1.55040 0.000 -0.040 0.006
H -5.02490 2.60900 0.38900 0.066 0.010 0.047
H -7.07480 1.35110 -0.10770 0.063 0.012 -0.003
H -6.98840 -1.11540 -0.31440 0.008 0.006 0.002
H -4.83370 -2.29760 -0.02830 0.039 0.000 0.069
H -2.30300 -4.91470 0.69760 -0.134 -0.026 -0.018
H -0.36790 -6.29740 1.43850 -0.065 0.055 -0.059
H 1.60310 -5.10140 2.46410 0.075 0.096 0.034
H 1.40230 -2.70800 2.97880 -0.092 0.044 -0.046
N 2.60440 0.61960 -0.77380 0.388 -1.289 0.273
P 3.50920 -0.57310 -0.93580 0.823 -0.885 0.044
N 2.77210 -2.08500 -1.25730 0.115 0.635 0.086
C 3.02110 -3.36890 -0.65810 0.355 -0.295 -0.040
C 2.98510 -4.47100 -1.72730 -0.197 0.017 0.237
C 1.64400 -4.44410 -2.45550 0.230 -0.019 -0.237
C 1.39940 -3.04850 -3.02290 -0.221 -0.064 0.244
C 1.47640 -2.02930 -1.88420 -0.254 0.132 -0.604
N 4.52380 -1.07010 0.39790 -0.499 0.448 -0.513
C 5.95400 -1.05880 0.46030 0.273 -0.240 -0.187
C 6.43690 -2.22490 1.33190 0.080 0.283 0.081
C 5.83520 -2.09880 2.72910 -0.058 -0.274 -0.065
C 4.31350 -2.00340 2.63760 0.125 0.277 0.076
C 3.93250 -0.86160 1.69350 -0.324 -0.286 0.331
N 4.71230 -0.50030 -2.18340 -0.491 0.294 0.419
C 5.05770 0.83600 -2.60970 0.005 0.485 0.006
C 5.26840 0.88600 -4.11820 0.176 0.035 0.189
C 6.50550 0.05530 -4.46810 -0.078 -0.023 -0.056
C 6.54930 -1.22480 -3.61320 -0.064 -0.103 0.014
C 5.16510 -1.55880 -3.04930 0.008 -0.238 0.078
H 2.24490 -3.59890 0.09200 0.115 0.009 0.020
H 3.99230 -3.34720 -0.15950 -0.124 -0.048 -0.004
H 3.14010 -5.44670 -1.25600 0.049 -0.015 0.017
H 3.78640 -4.30910 -2.45270 0.111 0.010 0.007
H 0.84970 -4.68660 -1.74610 -0.104 -0.044 0.036
H 1.63120 -5.19820 -3.25080 -0.073 -0.008 0.048
H 0.41950 -3.00060 -3.50050 -0.076 0.032 -0.046
H 2.15730 -2.81870 -3.77610 0.055 0.073 -0.046
H 0.67690 -2.26590 -1.16260 0.016 0.094 0.026
H 1.32590 -1.00640 -2.23800 -0.185 -0.122 0.057
H 6.32730 -0.11940 0.91150 0.042 0.034 -0.064
H 6.35960 -1.13720 -0.54890 0.026 0.058 0.020
H 7.53140 -2.23680 1.38330 -0.006 -0.006 -0.024
H 6.10500 -3.16140 0.88050 0.029 -0.088 -0.087
H 6.21950 -1.18760 3.19570 0.058 0.058 0.088
H 6.13420 -2.94670 3.35490 0.017 0.065 0.028
H 3.89030 -1.83080 3.63080 -0.073 -0.021 0.012
H 3.90810 -2.93770 2.24940 -0.095 -0.109 -0.016
H 4.27590 0.08770 2.14360 -0.074 0.050 -0.082
H 2.85280 -0.78940 1.55410 -0.055 0.054 0.199
H 5.98730 1.18040 -2.11530 -0.038 0.100 -0.044
H 4.24650 1.50190 -2.29390 0.137 -0.006 -0.114
H 5.38860 1.91730 -4.45760 -0.050 -0.003 0.003
H 4.38310 0.47300 -4.60220 -0.079 0.056 -0.072
H 7.40250 0.64860 -4.27220 0.023 0.027 -0.071
H 6.50540 -0.19150 -5.53310 0.036 -0.009 -0.023
H 7.23790 -1.08670 -2.77620 0.013 -0.034 0.031
H 6.92050 -2.06640 -4.20500 0.009 -0.017 0.056
H 5.19780 -2.48680 -2.47570 0.021 -0.068 -0.100
H 4.48040 -1.72510 -3.89900 -0.029 -0.131 0.077
C -0.55460 -1.12480 2.63330 -0.143 0.913 0.320
H -1.49190 -0.97150 3.16860 -0.074 0.119 -0.057
H 0.27560 -0.93310 3.31780 0.006 -0.110 -0.059
O 0.88820 2.49980 -0.42260 -1.512 -0.028 0.775
S 2.18980 2.63750 -1.08110 1.843 1.533 -0.978
C 2.11070 4.56320 -1.33840 -0.128 -0.467 0.292
C 2.53000 5.16700 -0.02400 0.200 0.353 -0.017
C 3.80250 4.41810 0.35630 -0.119 0.137 0.116
C 3.45650 2.94350 0.26290 0.030 -0.030 -0.551
H 1.08830 4.79930 -1.62010 -0.101 -0.024 -0.128
H 2.79690 4.82830 -2.14440 0.137 0.024 -0.126
H 1.75820 4.95450 0.71760 -0.082 0.067 0.099
H 2.68910 6.25360 -0.06250 -0.046 -0.037 0.078
H 4.15530 4.68940 1.35950 0.030 -0.058 -0.090
H 4.59760 4.66250 -0.35850 -0.008 0.044 0.050
H 2.95920 2.58470 1.15880 -0.121 -0.175 0.054
H 4.31390 2.31160 0.04540 -0.038 -0.107 0.048
```
Positions in Å, forces in eV/Å.

energy = -2887.29742 hartree
E_HOMO = -0.34 eV
molecular weight = 896.13 g mol⁻¹
net charge = -2

---

No. 6
ORCA calculation (ωB97M-V/def2-TZVPD) on one molecule with the formula C3H6N4O in a non-equilibrium geometry.

```
14
Properties=species:S:1:pos:R:3:forces:R:3
C -1.91358 -0.50945 -0.33606 1.096 0.226 0.473
C -0.39999 -0.33141 -0.31335 -1.750 0.659 0.849
C 2.12782 0.08275 0.10142 0.370 -2.060 1.624
H -2.32087 0.25192 1.41699 -0.100 0.087 -0.424
H -2.16602 -1.52735 -0.06445 0.106 -0.136 0.439
H -2.31456 -0.36656 -1.29875 -0.423 0.442 -1.336
H 3.17868 0.22898 0.37678 -0.243 0.087 -0.564
H 1.75731 2.02330 -0.38438 -0.447 -1.632 1.021
H -0.65380 1.67119 0.04741 1.176 -1.596 -0.919
N 0.29690 -1.31048 0.04181 0.318 -0.766 -0.106
N 1.68185 -1.11653 0.18484 1.307 0.144 -0.650
N 1.35259 1.18107 0.12494 -0.888 3.622 -1.753
N 0.01222 0.99965 -0.45369 -0.091 1.096 0.649
O -2.47139 0.49889 0.48863 -0.431 -0.173 0.697
```
Positions in Å, forces in eV/Å.

energy = -412.07384 hartree
relative energy (zero: lowest compared OMol25 entry of this formula, charge and spin) = 84.8 kcal/mol
E_HOMO = -8.14 eV
molecular weight = 114.11 g mol⁻¹
SMILES = OCC1=NN=CNN1

---

Question: Which value of molecular weight does entry 5 give?
Answer: 896.13 g mol⁻¹

---

Question: The lowest molecular weight belongs to which entry?
Answer: C5H11NO

---

Question: Which value of energy does entry 3 give?
Answer: -382.36123 hartree

---

Question: Which of these has the lowest energy?
Answer: C7H11BrN2